1.
A single C6H5NO2S molecule at a distorted geometry, computed with ωB97M-V/def2-TZVPD.

Structure (XYZ):
```
15
Properties=species:S:1:pos:R:3:lowdin_charge:R:1
O 3.012 -1.177 -0.272 0.05
N 2.378 -0.168 0.102 -0.37
O 2.952 0.840 0.564 0.06
C 1.032 -0.195 -0.045 -0.12
C 0.332 -1.228 -0.544 0.00
C -1.090 -1.168 -0.676 -0.09
C -1.838 -0.184 -0.129 -0.09
C -1.285 1.011 0.611 -0.45
S -0.534 2.151 -0.634 0.90
C 0.198 1.201 0.637 -0.45
H 0.689 -2.176 -0.996 0.14
H -1.702 -1.986 -1.160 0.13
H -2.829 -0.045 -0.176 0.07
H -2.030 1.569 1.220 0.12
H 0.715 1.554 1.500 0.09
```

Values from the calculation:
- Gap between HOMO and LUMO: 7.90 eV
- Structure (SMILES): O=[N+]([O-])C1=CC=C[C@@H]2S[C@H]12
- E: -834.85866 Eh
- E_LUMO: -0.0494 Eh
- Energy above the lowest of the compared OMol25 structures with the same formula, charge and spin: 346.00 kJ/mol

2.
A single C6H5NS molecule at a distorted geometry, computed with ωB97M-V/def2-TZVPD.

Structure (XYZ):
```
13
Properties=species:S:1:pos:R:3:lowdin_charge:R:1
C -2.168 -0.227 -0.033 0.11
C -0.816 -0.137 -0.031 -0.31
C -0.121 1.111 0.000 -0.04
C 1.233 1.096 -0.006 -0.09
C 2.006 -0.162 0.000 -0.85
S 3.621 -0.183 -0.005 0.74
N 1.276 -1.355 -0.038 0.05
C 0.007 -1.323 -0.024 -0.11
H -2.864 0.618 0.007 0.08
H -2.626 -1.226 0.195 0.09
H -0.747 2.012 -0.023 0.12
H 1.797 2.008 -0.070 0.09
H -0.598 -2.235 0.028 0.12
```

Values from the calculation:
- Gap between HOMO and LUMO: 7.16 eV
- Structure (SMILES): C=C1C=CC(=S)N=C1
- E: -684.51268 Eh
- E_LUMO: -0.0578 Eh
- Energy above the lowest of the compared OMol25 structures with the same formula, charge and spin: 49.04 kJ/mol

3.
A single C6H5OPS2 molecule at a distorted geometry, computed with ωB97M-V/def2-TZVPD.

Structure (XYZ):
```
15
Properties=species:S:1:pos:R:3:lowdin_charge:R:1
C 2.054 0.685 -0.170 -0.08
C 1.577 -0.243 -1.066 -0.07
C 1.312 1.055 0.963 -0.07
C 0.352 -0.910 -0.811 -0.08
C 0.036 0.495 1.118 -0.12
C -0.365 -0.645 0.339 -0.38
O -2.279 -2.531 0.320 -0.44
P -2.038 -1.231 0.861 0.59
S -3.421 -0.071 -0.490 0.08
S -3.486 1.850 -0.786 0.07
H 2.992 1.138 -0.294 0.09
H 2.040 -0.706 -1.911 0.10
H 1.707 1.878 1.520 0.10
H 0.068 -1.579 -1.610 0.11
H -0.548 0.815 2.016 0.11
```

Values from the calculation:
- Gap between HOMO and LUMO (spin up / spin down): 6.33 / 6.49 eV
- E: -1444.54509 Eh
- E_LUMO (spin up / spin down): -0.0945 / -0.0753 Eh
- Energy above the lowest of the compared OMol25 structures with the same formula, charge and spin: 12.14 kJ/mol

4.
A single C6H6 molecule, computed with ωB97M-V/def2-TZVPD.

Structure (XYZ):
```
12
Properties=species:S:1:pos:R:3:lowdin_charge:R:1
C -2.358 0.446 -3.093 0.12
C -1.757 0.373 -2.051 -0.16
C -1.066 0.264 -0.859 -0.05
C -0.463 0.136 0.181 -0.02
C 0.286 -0.095 1.416 -0.26
C 1.780 -0.310 1.153 -0.11
H -2.890 0.501 -4.017 0.03
H 0.140 0.749 2.100 0.11
H -0.139 -0.975 1.914 0.11
H 2.298 -0.571 2.080 0.07
H 1.935 -1.117 0.431 0.08
H 2.233 0.598 0.744 0.08
```

Values from the calculation:
- Gap between HOMO and LUMO: 10.24 eV
- Structure (SMILES): C#CC#CCC
- E: -232.09968 Eh
- E_LUMO: 0.0355 Eh
- Energy above the lowest of the compared OMol25 structures with the same formula, charge and spin: 332.52 kJ/mol